[1]
The following is a DFT calculation (ωB97M-V/def2-TZVPD) of a structure of composition C16H17AsO3S5Sc.

Properties
Energy relative to the best compared isomer or geometry (same formula, charge and spin) (kcal per mole): 0.8
Multiplicity: 1
Kohn-Sham gap (Ha): 0.2313
M (g/mol): 537.5
Total charge: -1
Maximum force (eV/Å): 0.3

```
43
C16H17AsO3S5Sc, DFT ωB97M-V/def2-TZVPD
C -2.651 0.613 2.857
H 0.098 2.012 1.981
H -2.850 0.162 -1.601
H 0.251 0.077 0.598
C 0.539 4.027 1.379
H 3.813 -1.404 -0.918
C 2.242 -2.138 -2.516
H 1.359 2.515 -2.072
C 1.119 2.939 -1.103
H -2.249 -1.989 0.024
O -0.505 -1.299 -1.631
C -2.636 -0.748 3.144
H 1.035 5.921 0.498
C -2.357 0.117 0.514
C -2.154 0.610 -0.888
H 1.519 0.174 -0.627
S -0.548 0.199 -1.628
H 1.555 4.945 -1.715
C 0.583 0.625 -0.285
H 4.388 -0.043 -1.935
H -2.455 -2.731 2.325
C 0.943 4.854 0.340
As -0.230 -5.195 0.123
H -2.733 -1.088 4.167
H -2.770 1.337 3.654
C -2.492 -1.670 2.119
C 0.418 2.661 1.176
O 3.349 -1.506 -2.934
S 0.685 -3.339 0.919
Sc 0.500 -3.203 -1.611
S 1.251 -5.617 -1.461
C 1.233 4.307 -0.902
C -2.504 1.042 1.548
C 4.234 -1.122 -1.882
C -2.366 -1.244 0.803
S -1.803 -4.314 -1.152
S -0.752 -6.678 1.485
H 5.187 -1.630 -2.028
O 1.477 -2.531 -3.419
C 0.706 2.104 -0.067
H 0.318 4.446 2.352
H -2.244 1.696 -0.957
H -2.501 2.103 1.321
```

[2]
The following is a DFT calculation (ωB97M-V/def2-TZVPD) of a structure of composition C16H17Br2HgN4O3S2.

Properties
Energy relative to the best compared isomer or geometry (same formula, charge and spin) (kcal per mole): 18.9
Multiplicity: 2
Kohn-Sham gap (spin up / spin down) (Ha): 0.2813 / 0.1913
M (g/mol): 737.9
Expectation value of S²: 0.759
Total charge: 0
Maximum force (eV/Å): 2.3

```
45
C16H17Br2HgN4O3S2, DFT ωB97M-V/def2-TZVPD
H 6.223 -0.587 -3.421
H -0.075 3.147 5.045
N -5.209 0.682 2.269
N 1.949 1.409 1.063
C 0.134 2.642 4.112
H -1.925 -1.316 -4.349
H -0.008 -1.428 -4.757
H 5.068 0.460 -2.568
C -0.244 -2.129 1.885
C 5.273 -0.560 -2.900
Br -3.283 -1.800 0.348
C 1.145 1.750 2.072
S 1.710 2.686 3.415
S -4.475 1.929 4.546
C -0.707 1.963 3.321
H -4.971 0.065 1.500
H 2.370 -1.569 -5.363
O -1.566 0.135 -1.590
C 0.316 -0.798 -2.718
H -2.395 2.804 5.533
C 1.299 -0.530 -1.721
Br 1.300 -1.728 2.868
C -1.112 -0.606 -2.462
C 0.740 -1.199 -4.003
H -3.116 -1.066 -3.043
H -1.018 -2.523 2.525
O 4.298 -1.001 -3.827
Hg -1.320 -0.241 0.896
C 2.055 -1.279 -4.365
H 3.406 -0.395 -1.372
H 2.936 1.558 1.162
C 2.655 -0.608 -2.122
H 5.322 -1.219 -2.029
C -2.108 -1.401 -3.275
C -2.792 2.272 4.675
N -0.136 1.429 2.155
C 3.012 -0.951 -3.410
N -2.931 1.174 2.644
O 1.054 -0.236 -0.461
H 1.587 0.662 0.434
H -2.009 -2.454 -3.006
C -4.187 1.172 3.009
H -6.109 0.575 2.693
C -2.148 1.809 3.590
H -0.006 -2.701 1.004
```

[3]
The following is a DFT calculation (ωB97M-V/def2-TZVPD) of a structure of composition C16H17Br3F6N2O5PS6SbTi.

Properties
Energy relative to the best compared isomer or geometry (same formula, charge and spin) (kcal per mole): 79.6
Multiplicity: 1
Kohn-Sham gap (Ha): 0.2240
M (g/mol): 1064.0
Total charge: 0
Maximum force (eV/Å): 1.5

```
58
C16H17Br3F6N2O5PS6SbTi, DFT ωB97M-V/def2-TZVPD
N -1.163 1.475 -0.091
S 1.636 0.885 1.913
H 4.367 3.369 -1.875
C -4.137 -3.467 1.502
F -2.476 -0.402 4.938
O -4.213 -1.138 2.697
F -3.502 -2.955 0.449
C -2.555 3.284 0.667
S 3.739 -1.409 3.642
F -1.931 0.983 3.365
S -1.204 -1.543 2.930
Br -3.843 0.850 0.252
H 1.415 -2.052 -3.620
C -1.537 -0.061 4.073
C 5.144 1.371 -1.846
H -1.006 1.079 -3.636
C 4.842 0.020 -1.959
C 0.907 -1.134 -3.893
O -1.673 5.403 1.100
S 2.088 -4.638 2.085
O 0.117 -2.004 3.244
H 0.839 1.920 -0.296
S -3.832 -2.481 3.020
S 1.718 -0.688 0.678
H 3.312 -1.441 -2.233
C 3.535 -0.384 -2.169
H -1.212 -3.514 -0.601
H 0.569 1.727 -4.158
C -0.027 1.417 -3.298
F -0.422 0.212 4.718
C -1.462 4.139 0.693
Br 1.191 -3.359 -1.242
F -5.447 -3.427 1.261
C -0.385 -2.974 -0.151
H 2.059 2.665 -2.280
C 2.828 1.910 -2.174
O -1.310 -0.902 1.559
F -3.752 -4.726 1.648
H 1.453 -0.627 -4.688
O -4.470 -3.211 4.062
H 6.166 1.683 -1.675
C 2.511 0.557 -2.278
C 4.137 2.315 -1.956
H -0.842 5.891 1.114
H -3.536 3.626 0.959
Sb 2.396 -2.486 2.311
C -0.129 2.330 -0.050
Br -2.122 -1.233 -2.163
H 0.675 4.265 0.337
H -0.096 -1.383 -4.235
H -0.169 -3.382 0.837
Ti -0.643 -0.892 -0.256
P 0.791 0.009 -2.478
N -2.226 -2.653 3.186
H -0.179 2.268 -2.640
C -2.348 1.980 0.266
H 5.627 -0.719 -1.877
C -0.216 3.653 0.312
```

[4]
The following is a DFT calculation (ωB97M-V/def2-TZVPD) of a structure of composition C16H17CaN11O9.

Properties
Energy relative to the best compared isomer or geometry (same formula, charge and spin) (kcal per mole): 48.0
Multiplicity: 1
Kohn-Sham gap (Ha): 0.3106
M (g/mol): 547.5
Total charge: 0
Maximum force (eV/Å): 2.8

```
54
C16H17CaN11O9, DFT ωB97M-V/def2-TZVPD
Ca 1.310 0.563 0.085
C 0.680 1.616 -2.867
H 4.258 -2.277 0.385
C -0.186 2.763 -4.963
N 1.090 0.542 -2.189
O -2.129 -2.114 -1.005
H 1.376 -1.488 -2.209
H 4.575 1.555 2.783
H -2.361 -4.257 2.061
O -2.148 -4.184 -0.426
H -1.003 3.380 1.932
C -1.282 -3.015 3.430
O 1.740 0.289 2.037
C -1.162 1.982 0.545
H -0.289 -1.516 4.602
H 3.506 2.409 1.832
C 0.165 0.311 -4.792
H -3.712 -0.079 0.002
H -0.971 4.622 -4.757
C -0.105 -1.140 2.511
C -0.407 -1.574 1.182
C 4.098 -1.215 0.441
H -2.480 2.565 1.973
H -3.936 1.597 0.515
H -1.518 0.288 -0.471
O -1.239 -3.451 5.675
O -0.067 2.792 -6.171
C 0.583 0.213 2.579
H 0.509 -1.794 -4.528
O 0.115 -1.018 0.151
N -1.702 2.873 1.414
N -0.669 3.811 -4.244
C 0.211 1.554 -4.169
O -0.046 1.161 3.048
N -1.673 -3.792 4.587
N -1.970 1.027 0.053
C -3.283 0.726 0.590
C -1.707 -3.405 2.177
H -0.174 0.256 -5.818
C -1.328 -2.662 1.076
N 3.492 0.753 -0.045
N 4.545 -0.461 1.447
C 0.559 -0.810 -4.085
N 4.341 1.839 1.842
N -1.875 -3.017 -0.216
N 4.124 0.717 1.096
O -2.400 -4.757 4.414
N 3.450 -0.495 -0.474
C -0.527 -1.848 3.601
H -3.230 0.401 1.634
C 1.025 -0.645 -2.790
H -0.938 3.722 -3.281
H 0.749 2.560 -2.336
O 0.018 2.127 0.136
```

[5]
The following is a DFT calculation (ωB97M-V/def2-TZVPD) of a structure of composition C16H17Cl2F3I2N6O3Se3TeTi.

Properties
Energy relative to the best compared isomer or geometry (same formula, charge and spin) (kcal per mole): 15.0
Multiplicity: 2
Kohn-Sham gap (spin up / spin down) (Ha): 0.2028 / 0.2033
M (g/mol): 1135.4
Expectation value of S²: 0.757
Total charge: -1
Maximum force (eV/Å): 2.3

```
54
C16H17Cl2F3I2N6O3Se3TeTi, DFT ωB97M-V/def2-TZVPD
C 0.274 2.313 -1.898
H -3.036 -3.353 2.473
N -1.586 -2.239 0.834
H -0.659 0.163 2.758
Te 0.620 2.220 4.015
O 1.064 -3.461 -0.834
N -1.484 -2.113 3.140
F 1.031 -2.732 -3.365
C 2.604 2.582 -2.722
N -1.977 -0.460 -0.593
C 3.966 2.252 -2.508
H -0.869 -2.357 5.110
Se 0.899 2.715 1.587
N -1.913 -2.687 -1.402
C 4.306 1.447 -1.470
C -4.098 1.618 1.138
H 3.532 0.269 0.219
H -1.654 -4.231 3.169
I -2.198 3.409 -3.153
F 0.503 -0.733 -2.785
I 3.364 4.226 -5.199
N 2.040 1.205 -0.795
H -2.769 -3.338 4.212
C 1.089 -2.252 -1.016
C -0.860 -1.581 4.348
O -0.495 1.775 -0.994
N -0.768 -0.302 1.859
H -1.399 -0.707 4.726
H -2.199 -0.192 -1.546
H -1.357 -3.519 -1.259
H -4.854 2.317 1.468
Se 2.677 0.742 4.237
H 5.339 1.187 -1.282
H 4.724 2.650 -3.170
Cl -2.513 2.302 1.448
Ti 0.325 0.626 0.277
C 2.088 3.396 -3.769
C 0.752 3.635 -3.879
C -2.269 -3.327 3.244
C -1.808 -1.713 -0.431
H -4.171 1.401 0.080
H 0.176 -1.305 4.143
Se 2.381 -0.731 2.461
O 0.930 -1.334 -0.161
C 3.304 0.919 -0.621
C -1.250 -1.484 1.961
H 0.376 4.243 -4.689
H -1.318 -3.209 0.872
C 1.302 -1.773 -2.475
Cl -4.398 0.086 2.020
H -1.853 -2.336 -2.345
C 1.683 2.045 -1.815
C -0.160 3.096 -2.941
F 2.566 -1.369 -2.683
```

[6]
The following is a DFT calculation (ωB97M-V/def2-TZVPD) of a cluster of 2 separate species, C16H17Cl2N2O in total.

Properties
Energy relative to the best compared isomer or geometry (same formula, charge and spin) (kcal per mole): 12.2
Multiplicity: 1
Kohn-Sham gap (Ha): 0.2012
M (g/mol): 324.2
Total charge: +1
Maximum force (eV/Å): 5.5

```
38
C16H17Cl2N2O, DFT ωB97M-V/def2-TZVPD
H -2.688 -0.448 -0.935
H -2.640 1.006 1.985
H 4.521 3.905 -1.491
N -1.204 -1.171 -2.216
O -0.788 1.738 0.463
C -0.504 -1.586 1.791
C -2.451 -2.191 3.032
C -0.199 0.745 0.919
C -1.139 -2.610 -2.006
C -0.035 -0.420 -2.180
N 2.050 1.479 0.187
H -3.938 -0.679 3.243
C 3.380 1.146 0.054
H -3.285 -1.085 -2.474
C -0.994 -0.296 1.622
H -0.556 -2.826 -1.114
H -2.473 0.482 -2.429
H 1.641 -0.310 1.187
H -0.810 -3.504 2.661
H -2.133 -3.031 -1.878
H 0.596 2.962 -0.170
C 1.184 0.579 0.799
C 3.836 3.214 -1.027
C 2.501 3.563 -0.887
C -2.970 -0.927 2.838
H -3.001 -2.920 3.604
C 4.269 1.995 -0.548
C -1.219 -2.520 2.504
H 3.718 0.196 0.431
H 5.305 1.713 -0.638
H -0.088 0.648 -2.108
H 0.434 -1.859 1.343
Cl 1.515 -1.192 -2.127
C 1.628 2.690 -0.289
Cl 1.940 5.106 -1.418
C -2.487 -0.518 -2.001
C -2.248 0.014 2.136
H -0.666 -3.089 -2.861
```

Among the records above, which one has the highest total charge? C16H17Cl2N2O